114
Properties=species:S:1:pos:R:3:mulliken_charge:R:1 method="wB97M-V/def2-TZVPD" charge=-1 homo_lumo_gap_ev=6.78 lumo_ev=1.764 e_above_lowest_kj_mol=0.0
Mg 13.31182 12.18726 13.28095 2.753
O 6.57249 13.21872 12.61056 -0.733
C 7.01652 12.10146 12.93989 0.391
O 6.46831 10.99360 13.03675 -0.762
C 8.52728 12.10699 13.26043 -0.710
C 9.26822 10.94320 13.29676 -0.865
C 10.63873 11.00084 13.53853 0.421
N 11.25886 12.16317 13.67816 0.884
C 10.55343 13.29669 13.71862 0.192
C 9.18552 13.29671 13.51365 -0.832
C 11.33078 14.50777 14.07885 0.196
C 10.71749 15.72253 14.36522 -0.510
C 11.48132 16.75738 14.86596 -0.989
C 12.82882 16.53942 15.08801 -1.587
C 13.36117 15.30840 14.74955 -0.368
N 12.63969 14.31660 14.21187 0.626
C 11.50203 9.79716 13.62967 0.274
C 10.94840 8.52756 13.76459 -0.878
C 11.80049 7.43931 13.75600 -0.809
C 13.15826 7.64155 13.60972 -1.382
C 13.62477 8.94018 13.51050 -0.388
N 12.83247 9.99567 13.56335 0.541
H 8.74222 10.00695 13.14431 0.534
H 8.57842 14.19140 13.52090 0.508
H 9.65623 15.83094 14.21052 0.543
H 11.03275 17.72566 15.07645 0.437
H 13.47913 17.30831 15.49328 0.498
H 14.41647 15.13627 14.90951 0.111
H 9.88260 8.40503 13.86044 0.540
H 11.38707 6.43541 13.86427 0.406
H 13.84661 6.81518 13.56944 0.497
H 14.68947 9.11530 13.41877 0.328
C 17.37038 10.76434 12.96509 -2.039
C 17.50619 10.89256 11.44537 0.665
C 18.37744 12.07856 11.02904 -1.502
C 16.13897 10.91663 10.75428 0.835
C 16.19537 10.51075 9.28175 -0.655
O 15.72201 11.68211 8.56681 -0.429
C 15.31848 12.56113 9.52431 -0.141
N 15.51527 12.27709 10.74717 0.518
C 14.74514 13.78170 8.90687 -0.073
C 15.51471 14.29929 7.85375 -1.043
C 15.07978 15.38610 7.12282 -0.760
C 13.85002 15.95690 7.41440 -0.936
C 13.09279 15.44786 8.44946 0.093
C 13.52696 14.36617 9.22709 0.095
P 12.39792 13.93515 10.63980 2.127
C 12.15125 15.69224 11.11931 -0.078
C 10.95881 16.40805 11.22488 -0.205
C 10.96308 17.72632 11.68184 -0.739
C 12.15969 18.34778 12.01987 -0.747
C 13.35713 17.65359 11.88829 -0.442
C 13.34550 16.34565 11.44854 -0.552
C 10.91138 13.52988 9.65613 0.442
C 9.65193 13.55483 10.24483 -0.579
C 8.51137 13.16456 9.55225 -1.162
C 8.63965 12.74174 8.23023 -0.688
C 9.89748 12.71184 7.62321 -0.736
C 11.01292 13.10997 8.33194 -0.439
H 18.33629 10.81831 13.47043 0.636
H 16.92452 9.79300 13.22480 0.296
H 16.73349 11.54523 13.38603 0.273
H 17.98867 9.97626 11.09801 0.586
H 18.48142 12.13595 9.93765 0.372
H 19.37013 11.99962 11.48826 0.455
H 17.90953 13.00910 11.35937 0.106
H 15.44382 10.25305 11.28449 -0.565
H 15.52296 9.68051 9.06143 0.351
H 17.20175 10.29382 8.93281 0.376
H 16.45513 13.82661 7.61346 0.495
H 15.71898 15.78706 6.33812 0.351
H 13.48598 16.80207 6.83652 0.442
H 12.14140 15.90088 8.66529 0.384
H 10.01827 15.93979 10.95852 0.322
H 10.02527 18.24845 11.78688 0.480
H 12.15024 19.36613 12.38380 0.361
H 14.29954 18.11797 12.16839 0.426
H 14.28242 15.81391 11.34741 0.301
H 9.55768 13.85901 11.27247 0.383
H 7.54852 13.17671 10.04801 0.531
H 7.76202 12.42941 7.69026 0.404
H 9.99525 12.36241 6.59900 0.420
H 11.98329 13.04288 7.85999 0.383
I 12.56189 10.69088 10.49261 -0.299
C 14.92978 9.82330 16.20959 -1.225
C 14.23093 10.97104 16.93848 0.349
C 12.75989 11.19359 16.56509 -1.212
C 15.04406 12.23168 16.82128 0.443
C 15.56133 12.74577 17.99252 -0.626
C 16.41224 13.84791 18.00828 -1.499
C 16.74973 14.38849 16.78333 -0.906
C 16.26424 13.90994 15.56300 0.211
C 16.90347 14.60780 14.35864 0.250
C 18.34571 14.10869 14.21590 -1.762
C 16.19526 14.58155 13.00600 0.270
C 15.34867 12.82952 15.55602 0.354
O 14.81818 12.34456 14.44999 0.276
H 14.33123 8.90471 16.20206 0.430
H 15.87261 9.59132 16.71463 0.431
H 15.17143 10.12420 15.19108 -0.289
H 14.22984 10.69364 17.99244 0.816
H 12.65038 11.61665 15.57320 0.026
H 12.30371 11.88232 17.27890 0.407
H 12.20649 10.25375 16.59919 0.518
H 15.30041 12.25825 18.92305 0.393
H 16.80298 14.25255 18.92734 0.383
H 17.42948 15.23567 16.74253 0.498
H 16.97197 15.64849 14.66482 0.690
H 18.35084 13.06509 13.89133 0.151
H 18.86459 14.19287 15.17121 0.487
H 18.90101 14.70539 13.47575 0.452
H 15.94960 13.57534 12.69139 -0.571
H 16.85400 15.00728 12.24306 0.839
H 15.28509 15.17775 13.01427 -0.557